(1)
Density functional theory data (ωB97M-V/def2-TZVPD) for 8 unconnected molecules or ions with the total composition C45H102F2NO23S7 at a distorted geometry.

The geometry in XYZ format:
```
180
C45H102F2NO23S7, DFT ωB97M-V/def2-TZVPD
S -1.834 6.560 4.128
S 6.311 -5.735 -0.876
S 2.839 2.860 -5.460
S 5.326 -11.031 4.239
S -6.851 0.280 -3.990
S 1.773 2.334 8.020
S -1.654 9.544 -1.364
F -2.968 -3.290 0.827
F -1.358 -5.841 -2.993
O 1.177 1.649 9.129
O -1.622 5.464 5.021
O -7.352 0.469 -5.492
O -2.416 7.803 4.934
O 1.583 3.746 7.890
O -0.869 -0.892 -3.509
O 5.189 -9.683 3.778
O 5.986 -11.991 3.408
O 0.367 -1.946 -2.024
O -5.909 -0.793 -3.963
O -2.621 6.368 2.948
O 1.930 2.730 -6.750
O 3.895 -11.571 4.653
O 2.026 3.191 -4.333
O -1.163 8.381 -2.033
O -3.239 9.535 -1.406
O -7.987 0.255 -3.120
O 7.281 -6.997 -0.873
O -1.206 9.836 -0.036
O 1.370 1.600 6.681
O 4.963 -6.174 -0.699
O 3.722 1.735 -5.398
O 6.858 -4.746 0.002
N -2.589 -1.729 -0.914
C -6.018 1.818 -3.824
C -1.414 10.964 -2.373
C -2.672 1.306 -0.758
C 1.029 3.121 -0.712
C -3.828 7.783 5.240
C 1.878 1.970 -0.174
C -5.552 -0.955 -0.510
C -0.286 7.268 3.692
C 2.289 0.978 -1.277
C -4.166 6.856 6.390
C -3.909 8.185 0.541
C -0.792 2.562 5.971
C 3.748 4.286 -5.949
C -1.983 2.966 1.121
C 1.201 1.477 -6.907
C -0.687 -4.607 -2.717
C -1.664 -0.968 -0.062
C 6.052 -11.053 5.840
C -3.550 -2.465 -0.191
C -4.586 -1.589 0.499
C 6.522 -8.366 1.035
C 7.636 -7.550 0.417
C 4.891 -1.608 -0.666
C 3.787 0.626 -1.317
C -1.417 0.455 -0.565
C -0.036 1.337 6.433
C -1.491 -3.864 -1.647
C 0.740 -4.954 -2.335
C 3.495 1.977 7.952
C -3.108 2.146 0.460
C -1.247 3.929 0.179
C 4.441 -1.730 1.862
C -7.804 -0.717 -6.181
C -2.984 -2.530 -3.188
C 4.065 -0.847 -1.711
C -0.684 -1.674 -2.584
C 6.549 -5.252 -2.549
C -3.918 8.330 -0.964
C -0.008 1.370 -6.001
C 2.889 -12.406 2.559
C -9.190 -1.153 -5.752
C 0.292 3.929 0.374
C 4.038 -2.220 0.472
C 2.820 -11.405 3.692
C -1.954 -2.459 -2.058
H -9.526 -1.970 -6.392
H -2.398 3.514 1.972
H -1.777 10.748 -3.374
H -4.047 -3.160 -0.871
H -5.575 0.132 -0.437
H 4.106 -3.309 0.441
H -4.286 9.092 1.016
H -3.503 0.662 -1.063
H 4.280 1.271 -2.048
H -3.997 5.814 6.125
H -4.059 -0.832 1.081
H 5.507 -1.892 2.037
H 6.876 -8.861 1.938
H 6.170 -9.123 0.335
H -3.466 7.467 -1.454
H -0.712 -1.492 0.027
H 1.992 -12.316 1.945
H 3.954 2.489 8.795
H 7.952 -6.737 1.072
H -7.792 -0.436 -7.232
H 5.982 -12.061 6.240
H -2.081 -0.914 0.949
H 5.453 -2.412 -1.147
H -9.894 -0.326 -5.835
H 7.581 -4.944 -2.683
H 4.379 4.554 -5.105
H -2.517 1.988 -1.598
H -0.025 0.572 5.660
H 0.792 -5.212 -1.276
H 3.757 -12.235 1.925
H 1.999 1.384 -2.249
H 5.532 -10.339 6.471
H -0.574 0.475 -6.253
H 0.532 3.514 1.357
H -7.068 -1.509 -6.037
H -5.118 -2.219 1.214
H -9.198 -1.497 -4.720
H 7.094 -10.767 5.713
H -2.350 -4.494 -1.404
H 2.950 -13.422 2.948
H -0.459 8.111 3.028
H 6.297 -6.090 -3.192
H -3.888 2.842 0.124
H 3.047 5.087 -6.168
H -1.800 2.276 5.670
H 1.894 0.650 -6.749
H 0.224 7.574 4.601
H 0.306 2.722 -1.425
H -1.630 4.946 0.303
H 5.626 -0.940 -0.208
H -0.297 3.027 5.120
H -2.590 -3.041 -4.064
H 3.875 -2.242 2.642
H 0.268 1.293 -4.952
H -5.251 -1.213 -1.527
H -3.913 -3.001 -2.861
H 2.766 2.388 0.313
H -3.580 1.523 1.226
H -5.216 6.980 6.659
H -0.741 0.938 0.140
H -5.175 1.834 -4.509
H 3.634 0.903 8.031
H 1.400 -4.116 -2.537
H 1.718 0.055 -1.166
H 8.507 -8.169 0.209
H -1.432 3.655 -0.858
H -0.704 -4.065 -3.663
H 4.237 0.817 -0.338
H -2.905 7.999 0.915
H -0.344 11.159 -2.387
H -4.060 8.816 5.492
H -0.880 -3.807 -0.745
H 5.871 -4.419 -2.728
H -0.651 2.244 -6.121
H 0.912 1.478 -7.957
H -4.533 7.342 0.837
H -3.549 7.085 7.259
H 0.657 4.961 0.388
H -4.382 7.525 4.336
H 1.690 3.768 -1.296
H 2.986 -1.976 0.303
H -1.947 11.801 -1.930
H -1.265 2.261 1.545
H -0.871 0.406 -1.506
H 1.050 -5.837 -2.900
H -5.671 1.868 -2.794
H 0.275 6.487 3.183
H 3.116 -1.362 -1.865
H 3.890 2.358 7.014
H 5.673 -7.740 1.305
H 1.917 -11.542 4.281
H -6.563 -1.336 -0.362
H 4.351 4.039 -6.818
H -6.720 2.621 -4.033
H -0.868 3.311 6.757
H -0.473 0.897 7.331
H 2.831 -10.377 3.327
H 4.239 -0.660 1.959
H 4.615 -0.858 -2.656
H 1.333 1.426 0.602
H -4.929 8.442 -1.348
H -3.215 -1.511 -3.496
```

Summary:
LUMO energy, eV: 1.61
HOMO, eV: -4.965
Gap between HOMO and LUMO, eV: 6.5734
Total charge: -1

Mulliken population analysis, charges in e, atoms 1 to 6:
1 S 1.1482
2 S 1.3041
3 S 1.3199
4 S 1.2975
5 S 1.2245
6 S 1.1752

(2)
Density functional theory data (ωB97M-V/def2-TZVPD) for 15 unconnected molecules or ions with the total composition C45H105N15O15 at a distorted geometry.

The geometry in XYZ format:
```
180
C45H105N15O15, DFT ωB97M-V/def2-TZVPD
O 4.246 9.455 4.065
O 7.089 4.645 -1.885
O 7.333 -6.789 -6.122
O -3.407 6.111 -7.436
O -2.241 6.487 7.509
O -2.369 -10.522 -4.263
O -0.898 0.722 0.106
O -9.885 -1.112 -1.249
O 7.555 -5.068 1.336
O 4.987 5.238 -9.653
O 3.306 -5.621 7.656
O -1.982 7.995 -0.927
O -6.900 -5.442 4.043
O -2.373 -2.068 -6.964
O -7.991 0.010 10.432
N -2.840 7.373 -5.723
N -0.922 6.003 -0.516
N 8.201 2.689 -1.515
N -0.913 -8.897 -4.850
N -3.612 7.482 8.914
N 5.332 8.693 2.232
N -6.030 -7.515 3.999
N 1.128 0.013 0.769
N 8.144 -7.089 2.264
N 3.859 -4.014 6.583
N -9.612 -2.251 0.642
N -7.196 -1.441 8.892
N -4.445 -1.855 -6.222
N 9.345 -5.759 -5.792
N 3.782 3.497 -8.833
C 8.762 4.024 -3.545
C -3.300 6.195 -6.273
C -4.221 6.280 9.435
C -1.907 -9.380 -4.015
C -0.069 0.420 1.033
C -5.904 -1.586 -6.384
C -7.949 -0.597 0.159
C -10.781 -3.150 0.408
C 9.059 -6.570 3.285
C 6.783 -7.149 0.338
C -5.937 -6.211 3.943
C -3.574 -2.169 -7.255
C 3.562 5.671 -7.848
C -7.319 -8.156 3.961
C -9.660 -0.987 8.850
C -0.581 0.617 2.470
C -2.740 7.520 8.001
C -2.201 -8.684 -2.731
C 10.254 -6.972 -5.786
C 7.351 -4.328 -6.100
C -8.214 -0.731 9.448
C -4.615 -5.638 3.537
C 0.260 6.417 -1.313
C -3.658 5.084 -5.302
C -5.805 -1.507 9.279
C -2.246 8.561 -6.464
C 2.941 -4.572 7.267
C 2.654 2.927 -8.021
C 1.544 -4.136 7.274
C 7.557 2.329 -0.262
C 1.525 -0.760 -0.436
C 7.962 3.828 -2.254
C 4.427 8.590 3.217
C 3.714 7.274 3.287
C -4.055 -2.663 -8.696
C 3.804 -2.771 5.811
C 7.561 -6.301 1.356
C -9.275 -1.354 -0.242
C 6.141 9.875 1.876
C 8.038 -5.755 -6.005
C -0.020 -7.777 -4.632
C -1.959 6.851 -0.443
C -3.143 6.296 0.322
C 4.180 4.748 -8.888
C -2.344 8.892 7.582
H 0.833 5.624 -1.792
H -1.169 8.503 -6.621
H 6.534 -4.202 -6.810
H -10.134 -1.774 9.436
H -0.419 1.649 2.782
H 2.789 6.248 -8.355
H 0.170 7.264 -1.993
H -1.528 -8.886 -1.898
H -3.412 4.185 -5.867
H -1.449 9.314 8.040
H 5.777 10.823 2.272
H -7.047 -9.101 3.489
H 7.290 -8.107 0.220
H 1.713 3.321 -8.406
H -5.167 -8.040 3.957
H 3.272 5.147 -6.937
H 0.967 -8.129 -4.333
H -3.883 -6.356 3.907
H 10.048 -6.930 3.002
H -3.434 5.634 9.823
H -2.524 9.493 -5.971
H -11.650 -2.564 0.106
H 8.118 -8.099 2.259
H 4.334 6.354 -7.492
H -10.558 -3.776 -0.456
H -2.754 8.567 -7.428
H -0.217 -7.229 -3.711
H -0.227 0.011 3.304
H 4.764 -4.461 6.553
H -4.695 5.230 -5.000
H 5.776 -7.356 0.699
H -4.467 -5.576 2.459
H -4.433 -4.683 4.030
H -3.638 7.165 0.755
H 8.119 -3.574 -6.273
H -3.119 -9.025 -2.252
H 4.842 -2.556 5.560
H 0.882 -4.965 7.523
H -2.902 5.805 1.265
H -7.574 -8.388 4.995
H 2.657 7.441 3.080
H 5.859 9.827 0.825
H -2.209 -7.628 -3.000
H 2.890 1.863 -7.999
H 7.216 9.695 1.906
H 9.714 -4.830 -5.646
H 1.248 -3.468 8.084
H 1.598 -0.066 -1.274
H -3.156 9.592 7.782
H 6.785 -6.601 -0.604
H 8.261 1.984 0.494
H 6.883 -4.083 -5.146
H -3.877 -1.391 -5.528
H 1.841 -0.078 1.479
H -1.088 5.007 -0.517
H -4.415 -1.683 -9.006
H -10.387 -0.198 8.656
H -11.032 -3.872 1.184
H 3.953 6.806 4.242
H 6.889 3.107 0.108
H -0.025 -7.166 -5.535
H 3.238 -2.940 4.895
H -8.816 -2.471 1.224
H -2.168 8.883 6.507
H -6.476 -2.307 -5.800
H 6.783 1.585 -0.447
H 3.299 -2.066 6.472
H 8.779 5.065 -3.869
H 8.995 2.205 -1.911
H 9.751 -7.938 -5.737
H 10.947 -7.136 -4.960
H 1.034 6.794 -0.644
H -7.687 -0.729 1.209
H -3.094 -3.029 -9.059
H -3.845 5.722 -0.283
H 8.329 3.338 -4.272
H -6.252 -0.570 -6.199
H -3.034 4.946 -4.419
H -5.390 -2.489 9.056
H -8.125 0.425 -0.176
H -4.896 5.778 8.743
H 2.450 -1.316 -0.285
H -5.640 -1.441 10.355
H -2.992 7.547 -4.740
H 0.724 -1.431 -0.745
H 4.186 6.711 2.482
H 10.962 -7.002 -6.614
H -0.663 -9.510 -5.613
H -8.068 -7.533 3.473
H -4.766 -3.477 -8.837
H 9.770 3.614 -3.485
H -7.106 -0.992 -0.407
H 2.577 3.099 -6.948
H -1.664 0.542 2.368
H 5.430 7.846 1.690
H -5.089 -0.744 8.973
H -3.858 8.283 9.477
H -6.266 -1.815 -7.386
H -7.522 -2.099 8.199
H -9.433 -1.301 7.831
H 9.125 -5.486 3.186
H -4.639 6.710 10.346
H 1.255 -3.619 6.359
H 4.225 2.896 -9.513
H 8.906 -6.827 4.333
```

Summary:
Energy relative to the best compared isomer or geometry (same formula, charge and spin), kcal/mol: 275.4
LUMO energy, eV: -0.22
HOMO, eV: -9.264
Gap between HOMO and LUMO, eV: 9.0484

Mulliken population analysis, charges in e, atoms 1 to 6:
1 O -0.6548
2 O -0.6504
3 O -0.6583
4 O -0.5695
5 O -0.6885
6 O -0.6497

> Among the records above, which one has the lowest gap between HOMO and LUMO?

C45H102F2NO23S7